(1)
{"formula": "C4H6N2O", "method": "ωB97M-V/def2-TZVPD", "smiles": "C[C@H]1N=CC(O)=N1", "homo_ev": -10.19, "gap_ev": 10.69, "species": ["C", "C", "N", "C", "C", "O", "N", "H", "H", "H", "H", "H", "H"], "positions_angstrom": [[-1.4084, -0.0896, 1.4637], [-0.3861, -0.5373, 0.4303], [-0.8128, -0.2711, -0.9466], [0.2186, 0.2161, -1.5161], [1.3294, 0.3386, -0.5395], [2.5688, 0.7725, -0.8210], [0.9641, -0.0391, 0.6212], [-2.3605, -0.5837, 1.2438], [-1.5649, 0.9925, 1.4501], [-1.0775, -0.3824, 2.4640], [0.2423, 0.4796, -2.5728], [2.6751, 0.8526, -1.7747], [-0.3065, -1.6329, 0.4820]], "forces_ev_per_a": [[-0.03, -0.02, -0.01], [-0.18, -0.13, 0.17], [0.36, 0.08, -0.09], [-0.20, -0.09, -0.01], [-0.19, -0.13, 0.29], [-0.01, 0.04, -0.01], [0.09, 0.05, -0.36], [0.15, 0.12, 0.07], [0.10, -0.12, -0.08], [-0.02, 0.05, -0.17], [0.02, 0.01, 0.15], [-0.01, 0.09, 0.01], [-0.06, 0.04, 0.03]], "lowdin_charge": [-0.05, -0.45, 0.11, -0.07, -0.41, 0.09, 0.16, 0.08, 0.08, 0.08, 0.11, 0.11, 0.15]}

(2)
{"formula": "C4H6N2O", "method": "ωB97M-V/def2-TZVPD", "smiles": "[H]/N=C1\\C=CNC1=O.[H][H]", "homo_ev": -9.10, "gap_ev": 8.83, "species": ["N", "C", "C", "O", "N", "C", "C", "H", "H", "H", "H", "H", "H"], "positions_angstrom": [[0.2262, -2.3288, 0.8437], [0.0636, -1.0716, 0.7633], [0.6571, -0.2877, -0.4133], [1.3121, -0.6915, -1.3412], [0.2674, 1.0251, -0.1805], [-0.4737, 1.1157, 0.9957], [-0.6268, -0.0777, 1.5954], [0.0139, 0.4077, -3.3165], [-0.2350, -2.6901, 1.6824], [0.2930, 0.9968, -3.6706], [0.5073, 1.7902, -0.7897], [-0.8453, 2.0822, 1.3150], [-1.1598, -0.2702, 2.5163]], "forces_ev_per_a": [[-0.14, 0.39, 0.13], [0.04, -0.32, 0.01], [0.24, -0.08, -0.37], [-0.28, 0.21, 0.45], [0.08, -0.01, -0.10], [-0.04, -0.12, 0.10], [-0.02, 0.13, -0.01], [0.03, 0.02, -0.01], [0.05, 0.00, -0.07], [-0.05, 0.03, -0.04], [-0.04, -0.11, 0.08], [0.05, -0.16, -0.04], [0.08, 0.03, -0.14]], "lowdin_charge": [0.18, -0.30, -0.41, 0.08, 0.09, -0.08, -0.04, 0.02, 0.06, 0.03, 0.15, 0.12, 0.10]}

(3)
{"formula": "C4H6N2O", "method": "ωB97M-V/def2-TZVPD", "homo_ev": -8.93, "gap_ev": 9.94, "species": ["C", "C", "N", "C", "C", "O", "N", "H", "H", "H", "H", "H", "H"], "positions_angstrom": [[-0.6697, -0.8347, 1.5425], [-0.0212, -0.5360, 0.2103], [0.9208, -1.5693, -0.3640], [-0.1714, -1.3602, -0.9531], [0.3107, 1.2728, -1.3042], [0.8736, 2.4927, -1.3404], [0.3309, 0.8366, -0.0433], [-0.5370, -1.8962, 1.7681], [-1.7425, -0.6143, 1.5330], [-0.2118, -0.2616, 2.3566], [-0.7159, -1.6588, -1.8399], [0.8576, 2.7580, -2.2678], [0.7760, 1.3711, 0.7021]], "forces_ev_per_a": [[0.01, 0.01, 0.01], [-0.18, 0.01, 0.13], [-0.36, 0.01, -0.26], [0.34, -0.20, 0.13], [0.10, 0.05, 0.56], [-0.10, -0.04, -0.22], [0.07, -0.01, -0.37], [-0.05, 0.17, -0.04], [0.15, 0.04, -0.02], [-0.02, -0.03, -0.14], [0.08, -0.05, 0.12], [0.01, 0.08, 0.21], [-0.06, -0.04, -0.11]], "lowdin_charge": [-0.03, -0.52, 0.19, -0.10, -0.16, -0.01, 0.04, 0.08, 0.08, 0.07, 0.11, 0.08, 0.15]}

(4)
{"formula": "C4H6N2O", "method": "ωB97M-V/def2-TZVPD", "homo_ev": -9.14, "gap_ev": 9.97, "species": ["N", "C", "O", "C", "C", "C", "N", "H", "H", "H", "H", "H", "H"], "positions_angstrom": [[1.5768, -1.2490, -0.9754], [1.0351, -0.2202, -0.5050], [1.5064, 1.0757, -0.2950], [0.3422, 1.4170, 0.4627], [-0.3103, 0.1133, 0.0662], [-1.6098, -0.3068, -0.4973], [-1.1924, -0.6997, 0.8452], [2.5443, -1.0901, -1.2587], [0.6331, 1.1449, 1.8050], [0.3310, 2.1116, 1.3157], [-1.5827, -1.0507, -1.2938], [-2.4219, 0.4125, -0.5389], [-0.8518, -1.6583, 0.8694]], "forces_ev_per_a": [[-0.20, 0.62, 0.18], [0.10, -0.27, -0.27], [0.29, 0.00, 0.16], [0.72, -1.10, 3.32], [0.00, 0.12, 0.17], [-0.21, 0.17, -0.29], [0.08, -0.34, 0.12], [-0.11, 0.02, 0.06], [0.20, -1.47, -1.79], [-0.88, 2.12, -1.83], [0.03, 0.18, 0.15], [0.07, -0.12, 0.03], [-0.08, 0.05, -0.02]], "lowdin_charge": [0.18, -0.37, 0.00, -0.06, -0.42, -0.07, 0.08, 0.07, 0.18, 0.08, 0.12, 0.11, 0.11]}

(5)
{"formula": "C4H6N2O", "method": "ωB97M-V/def2-TZVPD", "homo_ev": -8.94, "gap_ev": 9.79, "species": ["C", "C", "C", "N", "C", "N", "O", "H", "H", "H", "H", "H", "H"], "positions_angstrom": [[-1.7942, -0.1284, 0.2647], [-0.6401, 0.9483, -1.1410], [-0.7292, -0.4992, -0.9284], [0.5558, -1.0269, -0.5030], [1.2345, 0.0358, -0.3123], [2.5252, 0.1734, 0.0870], [0.5687, 1.2281, -0.5885], [-2.7955, 0.0712, -0.1416], [-1.7822, -1.0598, 0.8157], [-1.5711, 0.6923, 0.9730], [-1.2655, -1.1686, -1.6080], [2.8077, 1.0630, 0.4710], [2.9515, -0.6467, 0.4943]], "forces_ev_per_a": [[-0.16, -0.49, 0.25], [0.52, 0.14, -0.28], [-0.62, 0.35, 0.11], [-0.18, 0.61, 0.41], [-0.10, -0.40, 0.13], [-0.03, -0.01, 0.11], [0.12, 0.10, -0.32], [0.49, -0.21, -0.01], [-0.23, -0.18, 0.32], [0.32, -0.42, -0.61], [0.11, 0.47, 0.11], [-0.11, -0.13, -0.13], [-0.13, 0.17, -0.09]], "lowdin_charge": [-0.05, 0.00, -0.36, 0.13, -0.48, 0.17, -0.01, 0.08, 0.08, 0.09, 0.14, 0.11, 0.11]}

(6)
{"formula": "C4H6N2O", "method": "ωB97M-V/def2-TZVPD", "smiles": "[H]/N=C1\\C=CNC1=O.[H][H]", "homo_ev": -9.13, "gap_ev": 8.83, "species": ["N", "C", "C", "O", "N", "C", "C", "H", "H", "H", "H", "H", "H"], "positions_angstrom": [[1.8001, -0.9867, -1.0663], [0.9235, -0.6608, -0.2070], [0.4849, 0.8017, -0.0594], [0.8573, 1.7753, -0.6671], [-0.4708, 0.7712, 0.9457], [-0.6527, -0.5288, 1.4137], [0.1363, -1.4130, 0.7797], [-1.7960, 1.8610, -2.3812], [1.9674, -1.9956, -1.0325], [-1.0972, 1.9763, -2.1526], [-0.9670, 1.5892, 1.2598], [-1.3696, -0.7121, 2.2051], [0.1837, -2.4779, 0.9620]], "forces_ev_per_a": [[-0.28, -0.06, 0.32], [0.22, -0.08, -0.22], [0.09, 0.42, -0.19], [-0.17, -0.47, 0.34], [0.02, 0.11, -0.04], [0.07, -0.14, -0.05], [-0.08, 0.04, 0.08], [0.02, 0.00, 0.00], [0.01, 0.09, -0.02], [-0.07, 0.00, -0.03], [0.06, -0.11, -0.03], [0.11, 0.01, -0.12], [-0.01, 0.17, -0.03]], "lowdin_charge": [0.18, -0.30, -0.42, 0.07, 0.09, -0.08, -0.04, 0.03, 0.06, 0.01, 0.15, 0.12, 0.10]}

(7)
{"formula": "C4H6N2O", "method": "ωB97M-V/def2-TZVPD", "homo_ev": -7.28, "gap_ev": 7.90, "species": ["N", "C", "C", "O", "N", "C", "C", "H", "H", "H", "H", "H", "H"], "positions_angstrom": [[0.7125, -1.4330, 1.1830], [0.3279, -0.1428, 0.4613], [0.5465, -0.2351, -0.9596], [1.1843, -1.0923, -1.5787], [-0.2058, 0.8120, -1.4733], [-1.0214, 1.3621, -0.4777], [-0.7752, 0.7648, 0.7119], [0.8617, -2.1793, 0.4986], [0.1409, -1.6590, 1.9886], [1.4032, -0.4682, 1.1828], [-0.3028, 0.9722, -2.4626], [-1.6597, 2.2069, -0.6969], [-1.2115, 1.0410, 1.6651]], "forces_ev_per_a": [[-0.01, -0.19, 0.16], [-0.14, 0.03, -0.25], [-0.04, 0.06, 0.15], [-0.15, 0.20, 0.08], [0.00, -0.06, -0.05], [0.01, 0.02, 0.04], [0.04, 0.01, -0.05], [-0.04, 0.17, 0.10], [0.08, 0.04, -0.18], [0.07, -0.07, 0.09], [-0.01, -0.02, 0.11], [0.08, -0.13, 0.02], [0.11, -0.05, -0.22]], "lowdin_charge": [0.11, -0.28, -0.49, 0.00, 0.09, -0.13, -0.07, 0.12, 0.12, 0.19, 0.15, 0.11, 0.09]}

(8)
{"formula": "C4H6N2O", "method": "ωB97M-V/def2-TZVPD", "smiles": "OCc1cnc[nH]1", "homo_ev": -8.66, "gap_ev": 9.33, "species": ["C", "C", "C", "C", "N", "N", "O", "H", "H", "H", "H", "H", "H"], "positions_angstrom": [[-0.8371, 1.3043, -0.0037], [-2.1976, 0.0107, 0.9646], [-0.1596, 0.1501, 0.1027], [1.2847, -0.1327, -0.3528], [-2.0760, 1.2519, 0.4909], [-1.1036, -0.6928, 0.6342], [1.7884, 0.6123, -1.4543], [-0.5665, 2.2110, -0.6338], [-2.9714, -0.3925, 1.5712], [1.6792, 0.2065, 0.6001], [1.4719, -1.2013, -0.4899], [-0.9733, -1.6263, 1.1754], [1.2689, 0.3516, -2.2282]], "forces_ev_per_a": [[0.69, 3.13, -2.43], [0.33, 2.07, -1.15], [0.40, -0.76, -1.80], [-1.31, -0.12, 1.09], [-1.80, -1.08, 1.53], [0.94, -3.94, 2.70], [-0.68, -0.23, 0.61], [0.04, -1.30, 1.24], [-0.58, -0.17, 0.08], [1.72, 0.01, -0.44], [-0.08, 0.03, 0.16], [0.22, 2.23, -1.75], [0.12, 0.13, 0.15]], "lowdin_charge": [-0.17, -0.20, -0.25, -0.20, 0.05, 0.06, -0.05, 0.14, 0.11, 0.12, 0.12, 0.20, 0.10]}

(9)
{"formula": "C4H6N2O", "method": "ωB97M-V/def2-TZVPD", "smiles": "C=NN1CC(=O)C1", "homo_ev": -8.86, "gap_ev": 9.48, "species": ["C", "C", "C", "C", "H", "H", "H", "H", "H", "H", "N", "N", "O"], "positions_angstrom": [[1.4270, -1.7857, 0.7286], [-0.5466, 0.4246, -1.3838], [-1.0613, 1.5634, -0.3391], [-0.2232, 0.9052, 0.7859], [1.2985, -1.3907, 1.7266], [1.7111, -2.8162, 0.5044], [-0.2434, 0.6664, -2.4303], [-1.2557, -0.4226, -1.4824], [-0.8045, 0.2295, 1.4277], [0.5294, 1.5231, 1.2889], [0.7664, -1.2625, -0.2036], [0.3685, 0.0279, -0.3202], [-1.9662, 2.3376, -0.3026]], "forces_ev_per_a": [[-1.49, -0.55, 0.72], [-1.16, 0.02, 0.58], [-0.88, -2.00, -0.14], [0.96, -0.99, -1.64], [1.00, 0.18, 0.57], [0.14, 0.26, 0.59], [0.51, 0.10, 1.06], [-0.44, 0.76, -0.09], [-0.13, 0.68, 0.30], [-0.37, -0.19, 0.13], [0.03, 1.31, -3.08], [1.03, 0.36, 1.36], [0.79, 0.06, -0.37]], "lowdin_charge": [-0.06, -0.06, -0.30, -0.03, 0.06, 0.06, 0.11, 0.11, 0.12, 0.11, -0.05, -0.20, 0.11]}

(10)
{"formula": "C4H6N2O", "method": "ωB97M-V/def2-TZVPD", "smiles": "[H]/N=C/OCCC#N", "homo_ev": -10.51, "gap_ev": 11.25, "species": ["N", "C", "O", "C", "C", "C", "N", "H", "H", "H", "H", "H", "H"], "positions_angstrom": [[-1.2401, 1.2679, 0.1349], [-1.7376, 0.1209, -0.0500], [-1.0671, -1.0380, -0.0439], [0.3564, -1.1759, -0.0488], [1.2451, -0.0496, 0.5204], [1.8010, 0.7661, -0.5637], [2.2723, 1.3103, -1.4688], [-1.9747, 1.9702, 0.1068], [-2.7953, -0.1072, -0.2173], [0.6561, -1.3775, -1.0821], [0.5225, -2.0846, 0.5331], [0.7068, 0.5855, 1.2234], [2.0870, -0.5127, 1.0475]], "forces_ev_per_a": [[-0.20, -0.28, -0.13], [-0.03, 0.26, 0.05], [-0.06, 0.05, 0.05], [0.23, -0.15, -0.03], [0.00, -0.01, 0.03], [0.40, 0.48, -0.76], [-0.47, -0.44, 0.91], [0.09, -0.05, -0.06], [0.12, 0.09, 0.06], [-0.06, 0.01, 0.14], [-0.01, 0.12, -0.06], [0.09, -0.12, -0.10], [-0.11, 0.05, -0.10]], "lowdin_charge": [0.12, -0.30, -0.06, -0.16, -0.17, -0.24, 0.14, 0.06, 0.13, 0.13, 0.12, 0.10, 0.12]}

(11)
{"formula": "C4H6N2O", "method": "ωB97M-V/def2-TZVPD", "smiles": "[H]/N=C/C(N)=C=CO", "homo_ev": -8.36, "gap_ev": 8.98, "species": ["N", "C", "C", "N", "C", "O", "C", "H", "H", "H", "H", "H", "H"], "positions_angstrom": [[1.7467, 0.4612, -1.0423], [0.4596, 0.2234, -0.5356], [-0.6441, 0.2816, -1.5276], [-1.8585, 0.1764, -1.1706], [-0.0552, -0.7176, 1.8258], [-0.6529, -0.1914, 2.9380], [0.1838, -0.0762, 0.7165], [1.8175, 1.2235, -1.7028], [2.4538, 0.5284, -0.3222], [-0.3217, 0.4699, -2.5615], [-2.4748, 0.2636, -1.9780], [-1.0105, -0.9212, 3.4581], [0.3564, -1.7218, 1.9021]], "forces_ev_per_a": [[0.04, 0.25, 0.07], [-0.13, -0.07, 0.23], [-0.19, -0.01, 0.04], [0.31, 0.06, -0.33], [0.32, 0.01, -0.33], [0.04, -0.04, 0.12], [0.09, -0.02, 0.05], [-0.03, 0.01, 0.05], [-0.09, 0.01, -0.11], [-0.09, -0.09, 0.06], [0.04, -0.05, 0.02], [0.14, 0.16, -0.03], [-0.45, -0.23, 0.15]], "lowdin_charge": [0.08, -0.35, -0.20, 0.11, -0.21, 0.00, 0.03, 0.08, 0.09, 0.11, 0.05, 0.10, 0.12]}

(12)
{"formula": "C4H6N2O", "method": "ωB97M-V/def2-TZVPD", "smiles": "[H]/N=C/C=C\\O.C#N", "homo_ev": -9.37, "gap_ev": 9.98, "species": ["C", "C", "C", "C", "N", "N", "O", "H", "H", "H", "H", "H", "H"], "positions_angstrom": [[1.0259, -0.3896, 0.1173], [-0.2646, 1.4338, -1.0541], [-1.2407, -0.5055, 0.8215], [-0.0179, -0.0731, 1.0297], [2.1583, 0.1593, 0.2088], [-0.6252, 0.7771, -1.9254], [-1.6748, -1.3699, -0.1651], [0.8291, -1.0276, -0.7286], [0.0546, 2.2550, -0.4123], [-2.1565, -0.1384, 1.4282], [0.1163, 0.6135, 1.7827], [2.8397, 0.1970, -0.5928], [-1.0443, -1.9317, -0.5099]], "forces_ev_per_a": [[2.00, -0.47, -0.95], [-0.28, 1.57, -0.90], [-3.48, -0.94, 0.07], [-0.43, -1.50, -0.48], [1.48, 1.74, 0.00], [0.07, 0.17, 0.12], [-2.25, 2.58, 2.30], [-0.50, -0.34, -0.30], [-0.16, -0.86, -0.25], [1.78, -0.66, -1.10], [0.61, 1.38, 1.62], [-1.27, -1.13, 0.94], [2.44, -1.54, -1.07]], "lowdin_charge": [-0.34, -0.11, -0.18, -0.16, 0.08, 0.11, 0.03, 0.10, 0.10, 0.16, 0.09, 0.08, 0.05]}

Summary of energy above the lowest of the compared OMol25 structures with the same formula, charge and spin in eV
1.083; 2.050; 3.759; 5.925; 3.319; 2.030; 3.432; 1.711; 3.976; 1.705; 3.156; 3.535
(order as listed above)